# C26H76N4O12

A 10-piece molecular cluster, C26H76N4O12 overall at a distorted geometry (ωB97M-V/def2-TZVPD, OMol25).

Positions of all 118 atoms, in Å:
C  0.38  -1.72  0.38
O  1.67  -1.53  0.89
C  2.00  -0.18  0.90
C  2.90  0.31  -0.20
C  4.32  -0.21  -0.31
N  2.89  1.71  -0.34
H  0.33  -2.78  0.12
H  0.12  -1.31  -0.60
H  -0.32  -1.39  1.15
H  1.18  0.53  1.00
H  2.59  -0.06  1.81
H  2.40  -0.06  -1.09
H  4.94  0.11  0.52
H  4.68  0.04  -1.31
H  4.42  -1.29  -0.25
H  2.14  2.16  0.16
H  3.73  2.06  0.10
C  -1.95  -4.34  -1.60
O  -3.24  -4.24  -1.10
C  -3.94  -5.42  -0.77
C  -5.02  -5.84  -1.81
C  -4.35  -6.48  -3.03
N  -5.68  -4.59  -2.27
H  -2.07  -4.61  -2.65
H  -1.38  -5.11  -1.08
H  -1.53  -3.34  -1.55
H  -3.38  -6.24  -0.34
H  -4.54  -5.06  0.06
H  -5.67  -6.52  -1.27
H  -3.98  -7.50  -2.89
H  -3.66  -5.87  -3.62
H  -5.06  -6.65  -3.84
H  -5.39  -3.86  -1.63
H  -5.02  -4.33  -2.99
C  3.12  2.12  -3.79
O  1.69  1.94  -3.86
C  0.97  3.18  -4.03
C  1.33  4.38  -3.09
N  1.57  4.16  -1.63
C  0.31  4.35  -0.87
C  0.55  4.42  0.65
O  1.18  3.31  1.25
C  1.36  3.37  2.70
H  3.64  1.21  -4.08
H  3.57  2.33  -2.82
H  3.39  2.78  -4.61
H  -0.05  2.85  -3.87
H  1.06  3.55  -5.05
H  0.66  5.22  -3.29
H  2.31  4.63  -3.49
H  1.93  3.22  -1.51
H  -0.34  3.49  -1.05
H  -0.19  5.29  -1.10
H  -0.39  4.65  1.16
H  1.19  5.31  0.75
H  0.34  3.50  3.07
H  1.94  4.21  3.08
H  1.83  2.53  3.22
C  -9.13  2.17  2.94
O  -7.81  2.08  3.48
C  -7.66  1.14  4.56
C  -6.21  0.68  4.63
N  -5.69  -0.17  3.52
C  -4.28  -0.50  3.70
C  -3.33  0.63  3.30
O  -2.99  0.51  1.94
C  -2.01  1.43  1.51
H  -9.25  1.29  2.30
H  -9.27  3.00  2.26
H  -9.88  2.18  3.73
H  -8.24  0.23  4.40
H  -8.06  1.55  5.49
H  -6.16  0.23  5.62
H  -5.64  1.59  4.82
H  -5.48  0.40  2.72
H  -3.89  -1.39  3.21
H  -4.16  -0.78  4.75
H  -2.42  0.47  3.88
H  -3.80  1.59  3.52
H  -1.67  1.12  0.52
H  -1.14  1.32  2.15
H  -2.51  2.38  1.67
C  1.46  -5.92  0.25
O  2.19  -7.13  0.04
H  0.76  -5.80  -0.58
H  0.78  -6.09  1.08
H  2.07  -5.03  0.39
H  2.41  -7.57  0.86
C  7.06  2.60  -3.40
O  6.23  1.65  -2.94
H  8.14  2.49  -3.27
H  6.81  3.05  -4.36
H  6.97  3.38  -2.65
H  6.80  0.88  -2.96
C  2.74  -2.76  -2.91
O  3.38  -3.50  -3.87
H  2.64  -3.33  -1.98
H  3.43  -1.99  -2.55
H  1.70  -2.46  -3.09
H  2.88  -4.23  -4.26
C  -2.38  -4.02  2.45
O  -1.78  -4.65  3.55
H  -2.47  -4.52  1.49
H  -3.37  -3.69  2.77
H  -1.92  -3.04  2.33
H  -2.18  -4.26  4.33
C  4.59  5.60  -0.11
O  3.80  6.04  -1.21
H  4.80  4.54  -0.26
H  5.53  6.15  -0.07
H  4.01  5.84  0.77
H  3.10  5.41  -1.35
C  7.36  2.99  0.64
O  6.64  1.83  0.26
H  8.36  3.10  0.23
H  6.76  3.88  0.45
H  7.50  2.98  1.72
H  6.35  2.04  -0.63

## Properties
E_HOMO	-8.74	eV
SMILES string	COC[C@H](C)N.COC[C@H](C)N.COCCNCCOC.COCCNCCOC.CO.CO.CO.CO.CO.CO
energy relative to the best compared isomer or geometry (same formula, charge and spin)	283.6	kcal/mol
Kohn-Sham gap	0.34043	hartree